(1)
{"formula": "C28H18F6O2S", "method": "ωB97M-V/def2-TZVPD", "homo_ev": -6.672, "symbols": ["F", "C", "F", "F", "S", "C", "C", "C", "C", "C", "C", "F", "F", "F", "C", "C", "O", "O", "H", "H", "H", "H", "H", "C", "C", "C", "C", "C", "C", "C", "C", "C", "C", "C", "C", "C", "C", "C", "C", "C", "C", "C", "H", "H", "H", "H", "H", "H", "H", "H", "H", "H", "H", "H", "H"], "coordinates": [[4.9626, 0.3617, 2.0691], [3.8975, -0.4527, 2.1786], [3.6980, -1.0841, 1.0060], [4.1749, -1.3945, 3.1189], [2.4010, 0.5460, 2.7008], [1.1837, -0.6548, 2.8946], [-0.1592, -0.4568, 2.4748], [-0.7410, 0.8351, 2.2682], [-2.0970, 0.9702, 2.0197], [-2.9143, -0.1585, 1.9338], [-4.4060, 0.0090, 1.8488], [-5.0251, -1.0422, 1.2323], [-4.9467, 0.1040, 3.1094], [-4.7628, 1.1399, 1.1685], [-2.3666, -1.4361, 1.9932], [-1.0207, -1.5826, 2.2737], [2.7947, 1.1140, 3.9722], [2.1487, 1.4169, 1.5728], [1.5302, -1.6274, 3.2462], [-0.1156, 1.7278, 2.3450], [-2.5278, 1.9593, 1.8890], [-2.9939, -2.3092, 1.8239], [-0.5873, -2.5814, 2.3641], [1.7164, -1.0112, 6.2321], [0.8036, -2.1328, 6.2471], [-0.5656, -1.9395, 5.9310], [-1.5066, -2.9305, 6.2007], [-1.0945, -4.1623, 6.7291], [0.2662, -4.3993, 6.9705], [1.2116, -3.4089, 6.7108], [3.1560, -1.0744, 6.1267], [3.7014, 0.1919, 6.5454], [5.0577, 0.3562, 6.7614], [5.9012, -0.7332, 6.5246], [5.3812, -1.9653, 6.0999], [4.0123, -2.1401, 5.8754], [2.5984, 1.0492, 6.9239], [1.3787, 0.3059, 6.7323], [0.1997, 0.7664, 7.3142], [0.2219, 1.9780, 8.0150], [1.4089, 2.7136, 8.1611], [2.6195, 2.2376, 7.6382], [-0.8837, -1.0006, 5.4717], [-2.5637, -2.7425, 5.9969], [-1.8302, -4.9355, 6.9597], [0.5957, -5.3611, 7.3678], [2.2632, -3.5809, 6.9384], [5.4310, 1.3239, 7.1029], [6.9735, -0.6248, 6.6836], [6.0565, -2.8031, 5.9255], [3.6041, -3.0829, 5.5133], [-0.7016, 0.1616, 7.2589], [-0.7007, 2.3459, 8.4658], [1.3995, 3.6518, 8.7147], [3.5627, 2.7685, 7.7761]], "atomic_forces_ev_per_a": [[-0.6, -0.5, 0.0], [0.1, -0.2, 0.0], [0.2, 0.4, 0.7], [-0.1, 0.5, -0.6], [-0.4, -0.2, 0.0], [0.6, 0.0, 0.4], [-0.8, 0.1, -0.3], [0.1, -0.2, 0.1], [0.3, -0.2, 0.1], [-0.4, 0.0, -0.3], [-0.1, 0.1, -0.2], [0.3, 0.8, 0.5], [0.1, 0.0, -0.9], [0.1, -0.8, 0.6], [0.1, 0.1, 0.2], [0.5, 0.1, 0.3], [0.3, 0.1, -0.6], [0.1, -0.3, 0.6], [0.0, 0.3, -0.2], [-0.3, -0.4, 0.0], [0.1, -0.2, 0.1], [0.1, 0.2, 0.1], [-0.1, 0.3, -0.1], [0.0, -0.2, -0.4], [-0.5, -0.4, -0.2], [0.0, -0.1, 0.2], [0.3, -0.1, -0.1], [0.2, 0.2, 0.0], [-0.1, 0.1, -0.2], [-0.2, 0.2, 0.1], [0.8, 0.8, 0.5], [0.6, -1.4, -0.1], [-0.6, 0.2, -0.3], [-0.1, -0.5, -0.2], [0.2, 0.1, -0.1], [0.0, 0.1, 0.0], [-1.4, 0.2, 0.6], [0.7, 0.9, 0.5], [0.2, 0.1, -0.1], [0.2, 0.3, 0.0], [-0.4, -0.2, -0.1], [-0.1, -0.4, -0.6], [0.1, -0.3, 0.1], [0.4, -0.1, 0.0], [0.2, 0.3, -0.1], [-0.1, 0.3, -0.1], [-0.4, 0.0, 0.1], [0.1, -0.4, -0.1], [-0.3, -0.1, 0.0], [-0.1, 0.3, 0.0], [0.3, 0.2, 0.0], [0.1, 0.3, 0.1], [0.3, -0.1, -0.1], [-0.1, -0.2, -0.1], [-0.3, -0.1, 0.1]], "lowdin_charge": [0.128, -0.624, 0.127, 0.099, 0.717, -0.182, -0.274, -0.016, -0.013, -0.149, -0.523, 0.108, 0.105, 0.110, -0.028, -0.035, -0.289, -0.292, 0.084, 0.107, 0.122, 0.120, 0.114, 0.023, -0.149, -0.028, -0.056, -0.062, -0.065, -0.005, -0.121, -0.114, 0.010, -0.040, -0.059, -0.022, -0.110, -0.096, 0.015, -0.057, -0.046, 0.009, 0.120, 0.115, 0.109, 0.110, 0.104, 0.121, 0.111, 0.110, 0.117, 0.108, 0.108, 0.109, 0.119]}

(2)
{"formula": "C28H20AsAuF6N2O4S3", "method": "ωB97M-V/def2-TZVPD", "multiplicity": 3, "homo_ev": [-7.390, -8.185], "symbols": ["Au", "S", "C", "C", "C", "C", "C", "C", "As", "C", "C", "C", "C", "C", "C", "C", "C", "C", "C", "C", "C", "H", "H", "H", "H", "H", "H", "H", "H", "H", "H", "H", "H", "H", "H", "F", "C", "F", "F", "S", "O", "O", "N", "S", "O", "O", "C", "F", "F", "F", "C", "C", "C", "C", "C", "C", "C", "C", "N", "H", "H", "H", "H", "H", "H"], "coordinates": [[0.0044, 0.3359, 0.5878], [-2.3743, 0.5056, 0.6297], [-3.1846, -0.7325, 1.5689], [-4.5635, -0.5057, 1.7432], [-5.3656, -1.3661, 2.4582], [-4.8259, -2.4933, 3.0721], [-3.4786, -2.7412, 2.9354], [-2.6621, -1.8885, 2.1771], [-0.8295, -2.3672, 2.0939], [-0.5529, -4.0528, 2.9618], [0.4291, -4.1408, 3.9391], [0.6538, -5.3572, 4.5717], [-0.0967, -6.4683, 4.2277], [-1.0842, -6.3722, 3.2531], [-1.3161, -5.1679, 2.6175], [0.1640, -1.1192, 3.1453], [-0.5151, -0.3751, 4.1037], [0.1988, 0.4987, 4.9100], [1.5756, 0.6128, 4.7649], [2.2502, -0.1498, 3.8203], [1.5468, -1.0239, 3.0060], [-4.9845, 0.3819, 1.2883], [-6.4240, -1.1560, 2.5463], [-5.4480, -3.1701, 3.6412], [-3.0504, -3.6035, 3.4241], [1.0210, -3.2797, 4.2147], [1.4199, -5.4263, 5.3320], [0.0902, -7.4171, 4.7133], [-1.6681, -7.2411, 2.9804], [-2.0550, -5.1042, 1.8298], [-1.5905, -0.4603, 4.1997], [-0.3220, 1.0940, 5.6483], [2.1275, 1.2978, 5.3955], [3.3236, -0.0670, 3.7135], [2.0642, -1.6109, 2.2572], [-2.5976, -3.8314, -0.3452], [-1.9004, -3.4664, -1.4161], [-2.0866, -4.3273, -2.3921], [-2.2220, -2.2484, -1.7764], [0.5674, -3.4974, -0.5253], [-0.1925, -2.2243, 0.4710], [0.3072, -4.7444, 0.1599], [2.0891, -3.1066, -0.1545], [2.7841, -1.7665, -0.5875], [2.0712, -0.5567, -0.1879], [4.1790, -1.8070, -0.2869], [2.6615, -1.6845, -2.4232], [3.3131, -0.6267, -2.8856], [3.1562, -2.7879, -2.9756], [1.3708, -1.5807, -2.7733], [0.5540, 2.2989, 1.3272], [-0.1532, 3.3247, 0.5545], [0.4095, 3.8494, -0.6157], [-0.2444, 4.8176, -1.3504], [-1.4930, 5.2780, -0.9346], [-2.0710, 4.7635, 0.2246], [-1.4059, 3.8011, 0.9581], [-2.1877, 6.2807, -1.7009], [-2.7467, 7.0792, -2.3102], [0.2778, 2.2415, 2.3771], [1.6328, 2.2853, 1.1752], [1.3732, 3.4815, -0.9478], [0.2029, 5.2245, -2.2473], [-3.0394, 5.1256, 0.5432], [-1.8581, 3.3989, 1.8558]], "atomic_forces_ev_per_a": [[-0.3, 0.3, -0.1], [0.1, -0.1, 0.0], [0.1, 0.0, 0.0], [0.0, 0.0, 0.0], [0.0, 0.0, 0.0], [0.0, 0.0, 0.0], [0.0, 0.0, -0.1], [-0.1, -0.1, -0.1], [0.1, 0.2, 0.4], [0.0, -0.1, -0.3], [0.0, 0.0, 0.0], [0.0, 0.0, 0.0], [0.0, 0.0, 0.0], [0.0, 0.0, 0.0], [0.1, 0.0, -0.2], [0.1, -0.1, 0.0], [0.0, 0.1, -0.1], [0.0, 0.0, 0.0], [0.0, 0.0, 0.0], [0.0, 0.0, 0.0], [0.0, 0.0, 0.0], [0.0, 0.0, 0.0], [0.0, 0.0, 0.0], [0.0, 0.0, 0.0], [0.0, 0.0, 0.0], [0.0, 0.0, 0.0], [0.0, 0.0, 0.0], [0.0, 0.0, 0.0], [0.0, 0.0, 0.0], [0.0, 0.0, 0.0], [0.0, 0.0, 0.0], [0.0, 0.0, 0.0], [0.0, 0.0, 0.0], [0.0, 0.0, 0.0], [0.0, 0.0, 0.0], [-0.1, 0.0, 0.1], [-0.5, -0.1, 0.0], [0.1, -0.1, -0.1], [0.0, 0.1, -0.1], [1.1, 0.3, 0.5], [-0.6, -0.4, 0.4], [-0.1, 0.1, -0.1], [-0.1, 0.0, -0.3], [0.0, 0.1, 0.1], [0.1, -0.1, 0.0], [-0.1, -0.1, 0.0], [-0.1, -0.1, 0.0], [0.0, 0.0, 0.0], [0.1, 0.0, 0.0], [0.0, 0.0, 0.0], [0.1, -0.1, -0.1], [0.1, 0.0, 0.0], [0.0, 0.0, 0.0], [0.0, 0.0, 0.0], [-0.1, 0.1, -0.1], [0.0, 0.0, 0.0], [0.0, 0.0, 0.0], [0.1, -0.1, 0.1], [0.0, 0.0, 0.0], [0.0, 0.0, 0.0], [0.0, 0.0, 0.0], [0.0, 0.0, 0.0], [0.0, 0.0, 0.0], [0.0, 0.0, 0.0], [0.0, 0.0, 0.0]], "lowdin_charge": [0.716, 0.644, -0.659, -0.129, -0.068, -0.079, -0.106, -0.338, 1.348, -0.302, -0.066, -0.059, -0.059, -0.055, -0.116, -0.365, -0.083, -0.068, -0.066, -0.055, -0.116, 0.097, 0.111, 0.106, 0.089, 0.098, 0.110, 0.110, 0.113, 0.107, 0.110, 0.110, 0.110, 0.117, 0.095, 0.118, -0.528, 0.158, 0.150, 0.852, -0.640, -0.396, -0.376, 0.550, -0.404, -0.259, -0.693, 0.156, 0.145, 0.112, -0.163, -0.331, -0.036, -0.026, -0.236, -0.025, -0.069, -0.187, 0.148, 0.049, 0.064, 0.117, 0.119, 0.120, 0.104]}

(3)
{"formula": "C28H20BF2N6ORh", "method": "ωB97M-V/def2-TZVPD", "multiplicity": 5, "homo_ev": [-6.076, -8.223], "symbols": ["Rh", "C", "C", "C", "C", "C", "C", "N", "C", "C", "C", "C", "C", "N", "C", "C", "C", "C", "C", "C", "N", "H", "H", "H", "H", "H", "H", "H", "H", "H", "H", "H", "H", "H", "H", "H", "F", "B", "F", "O", "N", "C", "C", "N", "C", "N", "C", "C", "C", "C", "C", "C", "C", "C", "H", "H", "H", "H", "H"], "coordinates": [[-0.2185, 0.2805, 0.0914], [1.9196, 0.6808, -2.5557], [0.7992, 1.6748, -2.5072], [0.7796, 2.7218, -3.4098], [-0.2648, 3.6432, -3.3950], [-1.2859, 3.4634, -2.4932], [-1.2496, 2.3806, -1.6161], [-0.1841, 1.5138, -1.5980], [-2.3161, 2.0691, -0.6898], [-3.6301, 2.5113, -0.7596], [-4.5576, 2.0168, 0.1410], [-4.1820, 1.0663, 1.0861], [-2.8632, 0.6547, 1.1373], [-1.9596, 1.1960, 0.2863], [-2.3239, -0.3803, 2.0110], [-3.0687, -0.9228, 3.0516], [-2.5430, -1.9512, 3.7984], [-1.2718, -2.4045, 3.4945], [-0.5509, -1.8267, 2.4612], [0.8202, -2.3375, 2.1557], [-1.0613, -0.8202, 1.7279], [2.2363, 0.5276, -3.5864], [1.6182, -0.2707, -2.1225], [2.7736, 1.0534, -1.9890], [1.5746, 2.8053, -4.1373], [-0.2771, 4.4701, -4.0915], [-2.1209, 4.1481, -2.4477], [-3.9294, 3.2012, -1.5354], [-5.5885, 2.3366, 0.0873], [-4.9198, 0.6361, 1.7458], [-4.0574, -0.5399, 3.2556], [-3.1157, -2.4094, 4.5925], [-0.8378, -3.2253, 4.0457], [1.0617, -3.1694, 2.8133], [1.5545, -1.5461, 2.2889], [0.8867, -2.6772, 1.1224], [-1.5184, -3.5474, -2.2184], [-0.9716, -2.5089, -1.6179], [0.3538, -2.5526, -1.3994], [-1.5737, -1.3570, -1.2717], [-2.9864, -1.1315, -1.4096], [-3.6937, -2.0706, -0.7267], [-3.1153, -3.1723, -0.0705], [-2.5378, -4.0336, 0.4498], [-5.0854, -1.8761, -0.6212], [-6.2231, -1.7136, -0.4896], [1.6648, 0.2318, 0.6232], [2.8822, 0.2393, 0.6973], [4.3058, 0.2417, 0.6378], [5.0503, 1.2559, 1.2494], [6.4291, 1.2754, 1.1298], [7.0864, 0.2887, 0.4077], [6.3558, -0.7303, -0.1879], [4.9762, -0.7559, -0.0802], [4.5319, 2.0235, 1.8084], [6.9950, 2.0664, 1.6050], [8.1635, 0.3145, 0.3083], [6.8634, -1.5117, -0.7386], [4.4006, -1.5460, -0.5447]], "atomic_forces_ev_per_a": [[1.0, -1.0, -0.6], [-0.1, 0.0, 0.1], [0.0, -0.1, 0.1], [-0.3, 0.4, -0.1], [0.4, -0.3, -0.1], [-0.4, -0.1, 0.4], [1.0, 0.2, -0.6], [-0.6, 0.8, -1.3], [-0.6, -0.5, 0.8], [0.2, 0.0, -0.2], [0.1, -0.1, 0.1], [0.0, 0.0, 0.0], [-0.1, 0.5, -0.6], [-1.2, 0.9, 0.5], [0.5, -0.7, 0.5], [-0.1, 0.4, -0.3], [0.3, -0.2, 0.0], [-0.3, 0.0, 0.2], [0.1, 0.1, 0.0], [0.0, 0.0, -0.1], [-1.1, -0.6, 0.6], [0.0, 0.0, 0.0], [0.0, 0.0, 0.0], [0.0, -0.1, 0.1], [0.0, 0.0, 0.0], [0.0, 0.0, 0.0], [0.0, 0.0, 0.0], [0.0, 0.0, 0.0], [0.0, 0.0, 0.0], [0.0, 0.0, 0.0], [0.0, 0.0, 0.0], [0.0, 0.0, 0.0], [0.0, 0.0, 0.0], [0.0, 0.0, 0.0], [0.0, 0.0, 0.0], [0.0, 0.0, 0.0], [0.0, 0.2, -0.3], [0.6, -0.6, -0.3], [-0.1, 0.1, 0.0], [0.1, 0.1, 0.5], [-0.1, 0.6, -0.5], [0.1, -0.4, 0.4], [0.1, 0.0, 0.2], [0.0, 0.1, 0.1], [-0.2, 0.1, 0.1], [0.0, 0.1, 0.0], [1.0, 0.2, 0.4], [-0.3, 0.0, 0.0], [0.3, 0.0, 0.0], [-0.1, -0.1, 0.0], [0.0, 0.0, 0.0], [0.0, 0.0, 0.0], [0.0, 0.0, 0.0], [-0.1, 0.0, 0.1], [0.0, 0.0, 0.0], [0.0, 0.0, 0.0], [0.0, 0.0, 0.0], [0.0, 0.0, 0.0], [0.0, 0.0, 0.0]], "lowdin_charge": [1.195, -0.026, -0.285, -0.016, -0.039, -0.008, -0.182, 0.030, -0.199, 0.013, -0.020, 0.008, -0.204, -0.019, -0.190, -0.001, -0.030, -0.013, -0.288, -0.025, 0.052, 0.088, 0.059, 0.085, 0.118, 0.114, 0.112, 0.115, 0.118, 0.114, 0.111, 0.117, 0.117, 0.083, 0.058, 0.079, 0.275, -0.917, 0.210, -0.014, 0.098, -0.357, -0.228, 0.176, -0.231, 0.125, -0.173, -0.127, -0.264, -0.041, -0.088, -0.094, -0.087, -0.039, 0.113, 0.102, 0.100, 0.103, 0.115]}

(4)
{"formula": "C28H20F6N3O5S5SiTc", "method": "ωB97M-V/def2-TZVPD", "multiplicity": 4, "homo_ev": [-10.970, -11.193], "total_charge": 1, "symbols": ["Tc", "F", "C", "F", "F", "S", "O", "O", "N", "S", "O", "O", "C", "F", "F", "F", "S", "C", "S", "C", "N", "N", "C", "C", "C", "C", "C", "C", "S", "H", "H", "H", "H", "H", "O", "Si", "C", "C", "C", "C", "C", "C", "C", "C", "C", "C", "C", "C", "C", "C", "C", "C", "C", "C", "H", "H", "H", "H", "H", "H", "H", "H", "H", "H", "H", "H", "H", "H", "H"], "coordinates": [[-0.0309, -0.8783, -1.1004], [-1.4878, 2.6737, -3.9587], [-1.7494, 1.3689, -3.9766], [-0.7912, 0.7251, -4.6196], [-2.9197, 1.1552, -4.5708], [-1.8777, 0.8152, -2.1919], [-0.5018, 1.1994, -1.6850], [-1.6498, -0.7212, -2.3557], [-2.2543, 2.8336, 0.3271], [-0.3827, 1.0063, 1.2016], [-1.4926, 0.1930, 0.7701], [0.8962, 0.6406, 0.6202], [-0.2036, 0.7606, 3.0424], [0.1603, -0.4899, 3.2496], [0.7246, 1.5934, 3.4887], [-1.3619, 1.0104, 3.6235], [-5.7164, 6.6819, -0.9492], [-4.5374, 5.7091, -0.4176], [-4.5264, 3.9615, -0.5431], [-2.9288, 3.9247, 0.1574], [-2.4757, 5.1544, 0.5089], [-3.3566, 6.0870, 0.2186], [-3.0033, 7.4476, 0.5098], [-1.7807, 7.9152, 0.0549], [-1.4169, 9.2193, 0.3472], [-2.2674, 10.0298, 1.0859], [-3.4827, 9.5396, 1.5412], [-3.8625, 8.2380, 1.2559], [-0.7579, 3.0297, 1.0352], [-1.1329, 7.2680, -0.5197], [-0.4695, 9.6018, -0.0058], [-1.9798, 11.0478, 1.3101], [-4.1393, 10.1696, 2.1248], [-4.8019, 7.8439, 1.6143], [0.7473, -2.0585, -0.0575], [1.6140, -3.5431, 0.0010], [2.9567, -3.2886, -1.2451], [2.9078, -2.2308, -2.1496], [3.8689, -2.0736, -3.1350], [4.9095, -2.9866, -3.2241], [4.9792, -4.0509, -2.3349], [4.0092, -4.2013, -1.3561], [0.3249, -4.7584, -0.5162], [-0.5861, -4.4192, -1.5152], [-1.5570, -5.3115, -1.9335], [-1.6247, -6.5719, -1.3535], [-0.7228, -6.9318, -0.3634], [0.2450, -6.0289, 0.0555], [2.1884, -3.7607, 1.7463], [1.2529, -4.0780, 2.7385], [1.6365, -4.1975, 4.0638], [2.9657, -4.0058, 4.4174], [3.9058, -3.6886, 3.4491], [3.5182, -3.5630, 2.1229], [2.1079, -1.4813, -2.0910], [3.8117, -1.2425, -3.8248], [5.6665, -2.8693, -3.9875], [5.7883, -4.7650, -2.4066], [4.0736, -5.0446, -0.6780], [-0.5374, -3.4411, -2.0044], [-2.2566, -5.0304, -2.7090], [-2.3830, -7.2727, -1.6748], [-0.7756, -7.9135, 0.0877], [0.9376, -6.3189, 0.8362], [0.2139, -4.2377, 2.4725], [0.9039, -4.4449, 4.8204], [3.2679, -4.1057, 5.4516], [4.9404, -3.5370, 3.7264], [4.2595, -3.3016, 1.3775]], "atomic_forces_ev_per_a": [[-0.1, 0.8, 0.3], [0.0, -0.1, 0.0], [0.0, 0.0, -0.1], [0.0, 0.0, 0.1], [0.1, 0.0, 0.0], [-0.2, -0.5, -0.4], [0.5, 0.1, 0.1], [-0.3, 0.2, 0.0], [-0.3, 0.0, -0.1], [0.2, -0.2, 0.1], [-0.3, -0.3, 0.0], [0.2, 0.1, 0.0], [0.1, 0.0, 0.0], [0.0, 0.0, 0.0], [0.0, 0.0, 0.0], [0.1, 0.0, 0.0], [0.0, 0.0, -0.1], [-0.1, -0.1, 0.1], [-0.1, 0.0, -0.1], [0.2, 0.1, 0.1], [0.0, 0.0, 0.0], [0.0, 0.0, 0.0], [0.1, 0.1, 0.0], [0.0, 0.0, 0.0], [0.0, 0.0, 0.0], [0.0, 0.0, 0.0], [0.0, 0.0, 0.0], [0.1, 0.0, 0.0], [0.2, 0.1, 0.1], [0.0, 0.0, 0.0], [0.0, 0.0, 0.0], [0.0, 0.0, 0.0], [0.0, 0.0, 0.0], [0.0, 0.0, 0.0], [-0.1, -0.3, 0.1], [0.1, 0.1, 0.2], [0.0, -0.1, 0.0], [0.0, 0.0, 0.0], [0.0, 0.1, 0.0], [0.0, 0.0, 0.0], [0.0, 0.0, 0.0], [0.0, 0.0, -0.1], [0.0, -0.1, 0.1], [0.0, 0.0, -0.1], [0.0, 0.0, -0.1], [0.0, 0.0, 0.0], [0.0, 0.0, 0.0], [0.0, 0.0, -0.1], [-0.1, 0.0, -0.1], [0.0, 0.0, 0.0], [0.0, 0.0, 0.0], [0.0, 0.0, 0.0], [0.0, 0.0, 0.0], [0.0, 0.0, 0.0], [0.0, 0.0, 0.0], [0.0, 0.0, 0.0], [0.0, 0.0, 0.0], [0.0, 0.0, 0.0], [0.0, 0.0, 0.0], [0.0, -0.1, 0.0], [0.0, 0.0, 0.0], [0.0, 0.0, 0.0], [0.0, 0.0, 0.0], [0.0, 0.0, 0.0], [0.0, 0.0, 0.0], [0.0, 0.0, 0.0], [0.0, 0.0, 0.0], [0.0, 0.0, 0.0], [0.0, 0.0, 0.0]], "lowdin_charge": [1.480, 0.142, -0.749, 0.157, 0.144, 0.967, -0.590, -0.580, -0.337, 0.517, -0.361, -0.377, -0.731, 0.180, 0.159, 0.171, 0.765, -1.080, 1.059, -0.771, 0.101, -0.138, -0.228, -0.009, -0.061, -0.063, -0.056, -0.038, 0.880, 0.117, 0.111, 0.112, 0.114, 0.108, -0.449, 0.621, -0.230, -0.100, -0.068, -0.064, -0.063, -0.084, -0.233, -0.100, -0.068, -0.066, -0.065, -0.082, -0.235, -0.097, -0.072, -0.069, -0.070, -0.081, 0.065, 0.110, 0.111, 0.111, 0.112, 0.079, 0.110, 0.110, 0.110, 0.106, 0.108, 0.109, 0.109, 0.109, 0.100]}

Q: What is the formula in the fourth record?
A: C28H20F6N3O5S5SiTc